1.
C5H7N | ωB97M-V with the def2-TZVPD basis set

The geometry in XYZ format:
```
13
Properties=species:S:1:pos:R:3:forces:R:3:mulliken_charge:R:1
H -2.8136 0.9828 0.7245 0.05 0.01 -0.34 0.235
N -1.9367 0.4708 0.6816 -0.14 0.01 0.60 -0.576
C -1.4873 0.2587 -0.4742 -0.45 0.22 -0.35 -0.119
C -0.2212 -0.4576 -0.6752 0.42 -0.07 -0.19 -0.292
C 0.3750 -1.2307 0.4998 0.15 -0.11 0.15 -0.599
C 0.9824 0.0102 0.0565 -0.30 -0.34 -0.15 0.282
C 1.8981 0.9354 0.1571 0.24 0.23 0.03 -0.639
H -1.9799 0.5784 -1.4061 -0.04 0.05 0.24 0.372
H -0.0709 -0.8420 -1.6772 0.08 -0.07 0.04 0.351
H 0.8699 -2.1691 0.2947 0.07 -0.05 -0.12 0.240
H -0.2062 -1.2088 1.4101 -0.11 0.07 0.07 0.269
H 1.9209 1.7896 -0.5002 -0.06 0.10 -0.15 0.242
H 2.6694 0.8823 0.9085 0.09 -0.05 0.16 0.232
```
Forces are in eV/Å.

Properties
- LUMO level: 1.088 eV
- HOMO level: -9.65 eV
- Structure (SMILES): [H]/N=C/[C@@H]1CC1=C
- Kohn-Sham gap: 10.733 eV
- Charge: 0

---

2.
CH4N2O | ωB97M-V with the def2-TZVPD basis set

The geometry in XYZ format:
```
8
Properties=species:S:1:pos:R:3:forces:R:3:mulliken_charge:R:1
C -0.4469 -0.5033 -0.0680 0.57 0.30 1.85 0.010
N 0.7360 0.1676 0.0047 -2.24 2.44 -1.20 0.309
N 2.0379 -0.1415 -0.0455 -1.65 -0.89 0.35 -0.871
O -1.6969 0.2152 -0.0388 1.77 -0.93 -0.41 -0.463
H -0.7174 -1.4582 0.4374 1.68 0.21 -0.84 0.204
H 0.4780 1.2380 -0.0758 0.59 -2.42 -0.04 0.258
H 2.5264 0.6916 -0.3562 -0.25 0.23 0.26 0.194
H -2.2432 -0.5771 -0.1943 -0.47 1.05 0.04 0.358
```
Forces are in eV/Å.

Properties
- LUMO level (alpha / beta): 0.735 / 0.750 eV
- HOMO level (alpha / beta): -7.74 / -7.57 eV
- Kohn-Sham gap (alpha / beta): 8.473 / 8.320 eV
- Charge: 0

---

Relative energy (zero: lowest compared OMol25 entry of this formula, charge and spin), respectively: 2.349, 4.838 eV.
Electronic energy, respectively: -6786.1634, -6125.6694 eV.